# C3H5NO2

A single C3H5NO2 molecule in a non-equilibrium geometry (ωB97M-V/def2-TZVPD, the OMol25 dataset).

Each atom is followed by the atoms it is bonded to, with distances in Å.
CARTESIAN COORDINATES (ANGSTROEM)
1 O 1.63 1.09 0.61  C2 1.221
2 C 0.79 0.35 0.14  O1 1.221, C3 1.475, N6 1.354
3 C 0.47 -1.07 -0.09  C2 1.475, C4 1.572, H7 1.225, H8 1.181
4 C -1.04 -1.10 0.32  C3 1.572, O5 1.433, H9 1.083, H10 1.193
5 O -1.35 0.05 -0.48  C4 1.433, N6 1.346
6 N -0.28 0.86 -0.52  C2 1.354, O5 1.346, H11 0.960
7 H 1.27 -1.79 0.49  C3 1.225
8 H 0.45 -1.49 -1.20  C3 1.181
9 H -1.67 -1.89 -0.07  C4 1.083
10 H -1.16 -0.93 1.50  C4 1.193
11 H -0.43 1.79 -0.32  N6 0.960

Values from the calculation:
LUMO energy = 0.79 eV
Relative energy (zero: lowest compared OMol25 entry of this formula, charge and spin) = 361.5 kJ/mol

natural (NBO) population analysis, charges in e, atoms 1 to 4: O -0.5684; C 0.6205; C -0.5416; C -0.0662